Entry from the OMol25 dataset: a cluster of 3 separate species, CH3NO2S2 in total (the ωB97M-V functional and the def2-TZVPD basis).

Results
- highest occupied orbital energy (spin up / spin down) (eV) = -9.2986 / -9.2903
- calculated total energy (hartree) = -1041.45772
- E_LUMO (spin up / spin down) (eV) = -2.1 / -2.1
- Kohn-Sham gap (spin up / spin down) (eV) = 7.2064 / 7.2100
- energy relative to the best compared isomer or geometry (same formula, charge and spin) (kcal per mole) = 21.1

Element x y z (Å)
C -0.056 0.656 1.919
N 1.986 0.303 0.958
O -0.644 0.471 0.962
O 0.344 0.845 2.982
S 2.029 -0.053 -0.574
S -2.336 -0.091 -1.630
H 2.798 -0.121 1.369
H -1.180 -0.178 -0.854
H -2.631 -1.377 -1.443

These are the Löwdin partial charges, in e, on atoms 1 to 4: number 1, C, carries -0.54; number 2, N, carries -0.44; number 3, O, carries 0.10; number 4, O, carries 0.19

---

Entry from the OMol25 dataset: a cluster of 2 separate species, CH3NO3 in total (the ωB97M-V functional and the def2-TZVPD basis).

Results
- highest occupied orbital energy (eV) = -9.9551
- calculated total energy (hartree) = -320.24041
- E_LUMO (eV) = 0.4
- Kohn-Sham gap (eV) = 10.3244
- energy relative to the best compared isomer or geometry (same formula, charge and spin) (kcal per mole) = 64.1

Element x y z (Å)
C 1.459 -0.923 0.003
N -0.979 1.331 0.157
O -1.172 2.374 -0.318
O -2.103 0.471 0.011
O 0.288 -0.790 -0.049
H 2.058 -1.687 -0.696
H 2.180 -0.361 0.783
H -1.732 -0.415 0.110

These are the Löwdin partial charges, in e, on atoms 1 to 4: number 1, C, carries -0.15; number 2, N, carries -0.11; number 3, O, carries 0.05; number 4, O, carries -0.03

---

Entry from the OMol25 dataset: an isolated molecule of CH3NO3 (the ωB97M-V functional and the def2-TZVPD basis).

Results
- highest occupied orbital energy (eV) = -11.3139
- calculated total energy (hartree) = -320.26360
- E_LUMO (eV) = -0.1
- Kohn-Sham gap (eV) = 11.1932
- energy relative to the best compared isomer or geometry (same formula, charge and spin) (kcal per mole) = 49.6

Element x y z (Å)
C -0.123 0.243 -0.211
N -1.576 -0.084 -0.018
O -2.368 0.816 -0.150
O -1.865 -1.266 0.138
O 0.581 -0.931 -0.403
H 0.067 0.821 -1.020
H 0.186 0.830 0.764
H 0.150 -1.660 -0.022

These are the Löwdin partial charges, in e, on atoms 1 to 4: number 1, C, carries -0.14; number 2, N, carries -0.37; number 3, O, carries 0.10; number 4, O, carries 0.08

---

Entry from the OMol25 dataset: a cluster of 2 separate species, CH3NO3S in total (the ωB97M-V functional and the def2-TZVPD basis).

Results
- highest occupied orbital energy (spin up / spin down) (eV) = -8.0779 / -8.1688
- calculated total energy (hartree) = -718.39689
- E_LUMO (spin up / spin down) (eV) = -0.5 / -0.4
- Kohn-Sham gap (spin up / spin down) (eV) = 7.6027 / 7.7867
- energy relative to the best compared isomer or geometry (same formula, charge and spin) (kcal per mole) = 109.3

Element x y z (Å)
C -0.209 -0.212 0.064
N -0.786 0.876 0.530
O -0.304 -1.416 0.129
O -2.073 1.119 1.003
O 1.476 -0.158 -1.145
S 1.661 -1.595 -1.662
H -0.430 1.755 0.125
H -1.911 1.709 1.735
H 2.577 -2.078 -0.781

These are the Löwdin partial charges, in e, on atoms 1 to 4: number 1, C, carries -0.27; number 2, N, carries 0.00; number 3, O, carries 0.01; number 4, O, carries 0.03

---

Entry from the OMol25 dataset: a cluster of 2 separate species, CH3NO3S in total (the ωB97M-V functional and the def2-TZVPD basis).

Results
- highest occupied orbital energy (spin up / spin down) (eV) = -8.5314 / -10.5597
- calculated total energy (hartree) = -718.41008
- 2S+1 = 3
- ⟨S²⟩ = 2.01
- E_LUMO (spin up / spin down) (eV) = 0.8 / -4.7
- Kohn-Sham gap (spin up / spin down) (eV) = 9.3361 / 5.8520
- energy relative to the best compared isomer or geometry (same formula, charge and spin) (kcal per mole) = 7.3

Element x y z (Å)
C -0.463 0.969 -0.549
N -1.448 0.168 -0.428
O 1.753 -1.484 -0.498
O 1.305 -1.483 1.838
O -0.261 1.900 0.417
S 1.153 -2.163 0.602
H 0.183 0.961 -1.416
H -1.435 -0.496 -1.125
H -0.788 1.629 1.159

These are the Löwdin partial charges, in e, on atoms 1 to 4: number 1, C, carries -0.34; number 2, N, carries 0.10; number 3, O, carries -0.42; number 4, O, carries -0.40

---

Entry from the OMol25 dataset: a cluster of 2 separate species, CH3NO3Si in total (the ωB97M-V functional and the def2-TZVPD basis).

Results
- highest occupied orbital energy (eV) = -11.1609
- calculated total energy (hartree) = -609.94840
- E_LUMO (eV) = -0.3
- Kohn-Sham gap (eV) = 10.8968
- energy relative to the best compared isomer or geometry (same formula, charge and spin) (kcal per mole) = 48.2

Element x y z (Å)
C -3.383 -0.231 0.225
N -3.310 0.479 -0.653
O 1.537 1.267 -0.139
O 0.494 -1.040 1.118
O 2.486 -1.016 -0.768
Si 1.387 -0.302 0.190
H 0.860 1.981 0.222
H -3.043 -0.811 1.049
H 2.974 -0.327 -1.245

These are the Löwdin partial charges, in e, on atoms 1 to 4: number 1, C, carries -0.09; number 2, N, carries 0.05; number 3, O, carries -0.13; number 4, O, carries -0.27

---

Entry from the OMol25 dataset: a cluster of 2 separate species, CH3NO4 in total (the ωB97M-V functional and the def2-TZVPD basis).

Results
- highest occupied orbital energy (eV) = -11.1993
- calculated total energy (hartree) = -395.44970
- E_LUMO (eV) = 0.0
- Kohn-Sham gap (eV) = 11.2148
- energy relative to the best compared isomer or geometry (same formula, charge and spin) (kcal per mole) = 64.1

Element x y z (Å)
C 1.824 -0.239 -0.027
N -1.787 -0.115 0.017
O -1.436 1.199 -0.066
O -2.943 -0.314 0.132
O 1.216 0.679 -0.508
O -0.880 -0.904 -0.008
H 2.424 -0.903 -0.687
H 1.944 -0.492 1.116
H -0.363 1.089 0.032

These are the Löwdin partial charges, in e, on atoms 1 to 4: number 1, C, carries -0.11; number 2, N, carries -0.50; number 3, O, carries 0.07; number 4, O, carries 0.14

---

Entry from the OMol25 dataset: the ion CH3NO4P with charge -1 (the ωB97M-V functional and the def2-TZVPD basis).

Results
- highest occupied orbital energy (eV) = -3.9753
- calculated total energy (hartree) = -737.13102
- E_LUMO (eV) = 4.1
- Kohn-Sham gap (eV) = 8.1032
- total charge = -1
- energy relative to the best compared isomer or geometry (same formula, charge and spin) (kcal per mole) = 0.0

Element x y z (Å)
C -1.330 -0.349 -0.158
N -0.460 0.546 0.413
O -2.559 -0.080 -0.226
O -0.831 -1.325 -0.943
O 1.414 -1.313 0.529
O 1.927 0.974 -0.509
P 1.287 0.138 0.846
H -1.052 1.277 0.966
H 0.062 -1.710 -0.587
H 1.541 1.842 -0.331

These are the Löwdin partial charges, in e, on atoms 1 to 4: number 1, C, carries -0.69; number 2, N, carries -0.11; number 3, O, carries -0.05; number 4, O, carries 0.02

---

Entry from the OMol25 dataset: a structure of composition CH3NO4S (the ωB97M-V functional and the def2-TZVPD basis).

Results
- highest occupied orbital energy (spin up / spin down) (eV) = -10.2307 / -10.2313
- calculated total energy (hartree) = -793.65007
- E_LUMO (spin up / spin down) (eV) = -1.1 / -1.1
- Kohn-Sham gap (spin up / spin down) (eV) = 9.0855 / 9.0861
- energy relative to the best compared isomer or geometry (same formula, charge and spin) (kcal per mole) = 53.1

Element x y z (Å)
C 0.012 0.081 -0.129
N -2.942 -0.812 -0.193
O -2.277 -1.811 -0.229
O -4.117 -0.643 -0.295
O -1.724 1.582 1.394
O -1.968 1.696 -1.043
S -1.641 0.943 0.121
H 0.005 -0.623 0.703
H 0.232 -0.342 -1.099
H 0.665 0.943 0.124

These are the Löwdin partial charges, in e, on atoms 1 to 4: number 1, C, carries -0.11; number 2, N, carries -0.38; number 3, O, carries 0.04; number 4, O, carries 0.09

---

Entry from the OMol25 dataset: an isolated molecule of CH3NOP2S (the ωB97M-V functional and the def2-TZVPD basis).

Results
- highest occupied orbital energy (spin up / spin down) (eV) = -8.6282 / -8.6283
- calculated total energy (hartree) = -1250.67279
- E_LUMO (spin up / spin down) (eV) = -2.3 / -2.2
- Kohn-Sham gap (spin up / spin down) (eV) = 6.3760 / 6.3831
- energy relative to the best compared isomer or geometry (same formula, charge and spin) (kcal per mole) = 92.1

Element x y z (Å)
C 0.493 -0.007 1.464
N -0.759 0.193 1.267
O 0.412 -1.465 -1.202
P 1.699 0.427 0.223
P -0.986 -1.004 -1.542
S -1.690 0.343 0.043
H 0.875 0.113 2.499
H 0.795 1.229 -0.464
H -0.839 0.170 -2.288

These are the Löwdin partial charges, in e, on atoms 1 to 4: number 1, C, carries -0.60; number 2, N, carries -0.57; number 3, O, carries -0.65; number 4, P, carries 0.96

---

Entry from the OMol25 dataset: an isolated molecule of CH3NOP2S (the ωB97M-V functional and the def2-TZVPD basis).

Results
- highest occupied orbital energy (spin up / spin down) (eV) = -8.5931 / -8.2456
- calculated total energy (hartree) = -1250.68183
- E_LUMO (spin up / spin down) (eV) = -0.9 / -1.4
- Kohn-Sham gap (spin up / spin down) (eV) = 7.6550 / 6.8941
- energy relative to the best compared isomer or geometry (same formula, charge and spin) (kcal per mole) = 86.4

Element x y z (Å)
C -0.813 0.748 0.923
N -1.753 -0.026 0.632
O 1.107 -0.259 -0.746
P 0.493 1.221 -0.394
P 2.026 -1.132 0.320
S -2.243 -0.876 -0.552
H -0.893 1.178 1.924
H -0.443 1.334 -1.393
H 2.519 -2.187 -0.715

These are the Löwdin partial charges, in e, on atoms 1 to 4: number 1, C, carries -0.45; number 2, N, carries -0.63; number 3, O, carries -0.96; number 4, P, carries 0.79

---

Entry from the OMol25 dataset: a cluster of 2 separate species, CH3NOS in total (the ωB97M-V functional and the def2-TZVPD basis).

Results
- highest occupied orbital energy (spin up / spin down) (eV) = -9.8360 / -8.5963
- calculated total energy (hartree) = -567.91168
- E_LUMO (spin up / spin down) (eV) = -1.1 / -1.0
- Kohn-Sham gap (spin up / spin down) (eV) = 8.7750 / 7.6194
- energy relative to the best compared isomer or geometry (same formula, charge and spin) (kcal per mole) = 118.6

Element x y z (Å)
C -1.019 -0.008 0.559
N -0.001 -0.686 0.436
O 1.834 0.873 0.076
S 1.460 -0.480 -0.237
H -1.728 -0.286 1.373
H -1.111 0.940 0.110
H 0.565 -0.354 -2.316

These are the Löwdin partial charges, in e, on atoms 1 to 4: number 1, C, carries -0.09; number 2, N, carries -0.35; number 3, O, carries -0.54; number 4, S, carries 0.78

---

Q: Among the records above, which one has the highest calculated total energy?
A: number 2